(A)
The following is a quantum chemistry calculation of a cluster of 6 separate species, H12O6 in total, from the Open Molecules 2025 dataset.

Element x y z (Å)
O 1.545 0.831 0.573
H 2.321 1.271 0.950
H 0.890 1.361 0.026
O -0.277 1.699 -0.821
H -0.818 0.906 -0.328
H -0.186 1.269 -1.671
O -0.867 -0.462 -1.907
H -0.158 -0.955 -1.485
H -1.584 -0.658 -1.286
O -2.227 0.276 0.664
H -2.257 1.163 1.023
H -1.551 -0.176 1.250
O -0.251 -0.809 1.868
H 0.418 -0.099 1.866
H 0.127 -1.397 1.156
O 1.258 -1.527 -0.523
H 1.867 -2.071 -1.092
H 1.750 -0.621 -0.263

HOMO energy = -11.02 eV
gap between HOMO and LUMO = 11.35 eV
SMILES = O.O.O.O.O.O



(B)
The following is a quantum chemistry calculation of a cluster of 6 separate species, H12O6 in total, from the Open Molecules 2025 dataset.

Element x y z (Å)
O 0.680 -0.721 -0.842
H 1.364 -0.480 -0.208
H 0.501 0.099 -1.317
O 1.135 -0.836 3.269
H 1.987 -0.392 3.190
H 1.288 -1.706 2.883
O -1.318 2.544 -1.639
H -2.264 2.666 -1.781
H -1.259 2.176 -0.750
O 1.444 -0.019 -3.010
H 0.615 0.471 -3.056
H 1.623 -0.264 -3.924
O 0.586 1.668 2.962
H -0.192 1.111 2.846
H 0.232 2.499 3.299
O -1.904 -3.085 -0.360
H -1.749 -3.057 -1.311
H -2.769 -2.674 -0.251

HOMO energy = -10.35 eV
gap between HOMO and LUMO = 10.73 eV
SMILES = O.O.O.O.O.O



Name the most stable of them. (A).



(A)
The following is a quantum chemistry calculation of a cluster of 6 separate species, H12O6 in total, from the Open Molecules 2025 dataset.

Element x y z (Å)
O -0.274 0.074 -0.851
H -0.808 -0.260 -0.122
H -0.833 0.742 -1.265
O -3.328 4.273 -0.394
H -3.417 3.420 0.046
H -2.513 4.639 -0.031
O 1.899 0.895 -1.117
H 1.168 0.489 -1.596
H 2.646 0.821 -1.723
O -3.728 -0.865 1.499
H -2.973 -0.845 2.097
H -4.061 -1.767 1.571
O 2.748 -1.255 1.723
H 2.615 -0.819 2.572
H 3.234 -0.607 1.200
O 2.667 -2.609 -1.136
H 1.782 -2.898 -1.386
H 3.175 -3.427 -1.088

HOMO energy = -10.55 eV
gap between HOMO and LUMO = 10.80 eV
SMILES = O.O.O.O.O.O



(B)
The following is a quantum chemistry calculation of a cluster of 6 separate species, H12O6 in total, from the Open Molecules 2025 dataset.

Element x y z (Å)
O -3.017 1.165 1.162
H -3.330 0.302 1.840
H -2.087 1.014 1.048
O 0.651 -1.406 1.335
H 0.273 -2.120 0.645
H 0.360 -1.618 2.295
O -0.519 0.652 0.212
H 0.231 1.166 -0.115
H -0.082 -0.186 0.595
O 1.637 2.096 -0.390
H 2.406 2.039 0.133
H 1.278 2.872 -0.166
O 2.096 -1.583 -1.338
H 1.945 -1.863 -0.331
H 3.043 -1.301 -1.492
O -1.600 -0.318 -2.189
H -1.382 0.279 -1.488
H -1.905 -1.193 -1.760

HOMO energy = -10.15 eV
gap between HOMO and LUMO = 9.91 eV
SMILES = O.O.O.O.O.O



(C)
The following is a quantum chemistry calculation of a cluster of 6 separate species, H12O6 in total, from the Open Molecules 2025 dataset.

Element x y z (Å)
O 0.339 1.777 -0.432
H 0.498 0.903 -0.058
H 0.222 2.345 0.338
O -3.159 -1.246 -1.330
H -3.923 -1.165 -1.912
H -3.464 -0.884 -0.490
O 1.120 -1.500 -0.728
H 0.712 -2.197 -1.255
H 0.487 -1.341 -0.019
O -3.850 0.670 1.180
H -3.850 0.360 2.092
H -4.422 1.445 1.196
O 3.720 -2.153 0.807
H 3.598 -1.707 1.652
H 2.869 -2.058 0.366
O 2.989 2.631 -0.562
H 3.646 2.013 -0.901
H 2.469 2.106 0.056

HOMO energy = -10.72 eV
gap between HOMO and LUMO = 10.84 eV
SMILES = O.O.O.O.O.O



(D)
The following is a quantum chemistry calculation of a cluster of 6 separate species, H12O6 in total, from the Open Molecules 2025 dataset.

Element x y z (Å)
O -0.541 1.011 0.852
H -1.099 1.784 0.994
H -0.240 1.168 -0.063
O 0.928 -0.556 2.033
H 0.257 0.046 1.662
H 0.397 -1.259 2.423
O -2.343 -0.799 2.026
H -2.804 -0.848 1.180
H -1.688 -0.092 1.889
O 2.079 -0.330 -0.395
H 2.162 -0.611 0.530
H 2.880 0.177 -0.563
O 0.397 -1.056 -2.277
H -0.082 -1.887 -2.213
H 0.999 -1.061 -1.501
O -0.514 1.632 -1.873
H 0.111 0.895 -1.965
H -0.897 1.785 -2.739

HOMO energy = -11.05 eV
gap between HOMO and LUMO = 11.54 eV
SMILES = O.O.O.O.O.O



Name the most stable of them. (D).



(A)
The following is a quantum chemistry calculation of a cluster of 6 separate species, H12O6 in total, from the Open Molecules 2025 dataset.

Element x y z (Å)
O -0.668 -2.965 0.311
H -0.576 -2.897 1.284
H -0.057 -2.189 -0.129
O 0.132 -0.483 -0.369
H -0.599 0.248 -0.253
H 1.027 -0.023 -0.666
O -1.642 1.062 0.871
H -1.439 1.992 0.672
H -2.545 0.463 0.950
O -0.614 0.507 -3.298
H -1.452 0.191 -3.030
H -0.013 0.161 -2.573
O 2.618 0.652 -0.582
H 3.492 0.366 -0.701
H 2.661 1.610 -0.680
O -0.276 0.410 3.177
H -0.634 0.450 2.286
H 0.577 0.454 2.736

HOMO energy = -10.17 eV
gap between HOMO and LUMO = 9.96 eV
SMILES = O.O.O.O.O.O



(B)
The following is a quantum chemistry calculation of a cluster of 6 separate species, H12O6 in total, from the Open Molecules 2025 dataset.

Element x y z (Å)
O -0.403 0.719 0.532
H -0.733 0.228 1.257
H 0.424 0.373 0.233
O 3.382 -1.044 1.441
H 4.048 -0.375 1.475
H 2.847 -0.920 0.661
O -1.260 2.999 -1.372
H -0.370 3.076 -1.680
H -1.228 2.399 -0.674
O 1.911 -0.353 -0.677
H 1.507 -0.864 -1.370
H 2.709 0.059 -1.009
O -1.829 -0.376 -1.645
H -2.385 -1.135 -1.535
H -1.471 -0.222 -0.808
O -2.320 -1.137 1.669
H -2.372 -1.822 1.015
H -2.458 -1.603 2.486

HOMO energy = -10.66 eV
gap between HOMO and LUMO = 10.78 eV
SMILES = O.O.O.O.O.O



(C)
The following is a quantum chemistry calculation of a cluster of 6 separate species, H12O6 in total, from the Open Molecules 2025 dataset.

Element x y z (Å)
O -0.512 -2.375 -0.132
H -0.662 -2.002 -1.025
H 0.372 -2.762 -0.162
O 1.592 -1.076 1.809
H 0.706 -0.957 1.429
H 1.435 -1.049 2.759
O -0.654 0.196 2.800
H -1.574 0.241 3.086
H -0.599 0.788 2.038
O 0.714 0.786 -0.156
H 1.303 1.105 0.544
H 0.914 -0.159 -0.234
O -0.418 2.437 -2.167
H 0.033 2.153 -1.354
H -0.162 3.353 -2.314
O -0.965 -0.600 -2.291
H -0.228 -0.255 -2.811
H -1.294 0.177 -1.818

HOMO energy = -11.11 eV
gap between HOMO and LUMO = 11.47 eV
SMILES = O.O.O.O.O.O



Name the most stable of them. (C).



(A)
The following is a quantum chemistry calculation of a cluster of 6 separate species, H12O6 in total, from the Open Molecules 2025 dataset.

Element x y z (Å)
O 0.034 -0.460 0.176
H -0.209 0.463 0.040
H 0.839 -0.569 -0.343
O -2.639 0.005 -0.851
H -3.569 -0.107 -1.076
H -2.186 -0.035 -1.701
O 2.250 -2.936 -1.504
H 2.378 -3.257 -0.604
H 2.508 -2.008 -1.460
O -4.888 -1.375 0.974
H -4.752 -1.829 1.813
H -3.996 -1.231 0.637
O 3.735 -0.878 1.577
H 4.539 -0.349 1.632
H 3.829 -1.361 0.748
O 0.582 5.100 -0.329
H 0.819 4.777 0.547
H 0.726 6.051 -0.276

HOMO energy = -11.27 eV
gap between HOMO and LUMO = 11.49 eV
SMILES = O.O.O.O.O.O



(B)
The following is a quantum chemistry calculation of a cluster of 6 separate species, H12O6 in total, from the Open Molecules 2025 dataset.

Element x y z (Å)
O 1.033 -0.306 0.911
H 1.423 0.010 1.734
H 0.113 -0.478 1.139
O -3.153 0.104 1.649
H -2.436 -0.125 1.048
H -3.629 0.805 1.190
O -0.416 -3.576 -1.860
H -0.748 -4.471 -1.726
H -1.140 -3.121 -2.303
O 2.620 0.340 -0.201
H 2.634 -0.362 0.460
H 1.805 0.820 -0.014
O 3.158 1.150 -2.475
H 2.529 1.007 -3.191
H 2.974 0.436 -1.854
O -2.207 2.980 1.848
H -2.260 2.422 1.064
H -2.300 2.362 2.582

HOMO energy = -10.18 eV
gap between HOMO and LUMO = 9.91 eV
SMILES = O.O.O.O.O.O



Name the most stable of them. (A).